1.
# C9H18Br2N

A gas-phase ion, C9H18Br2N (charge +1) (ωB97M-V/def2-TZVPD, the Open Molecules 2025 dataset).

Cartesian coordinates (Å):
1 C 2.67 -1.74 0.45
2 C 2.92 -0.42 -0.28
3 C 1.78 0.60 -0.20
4 C 0.64 0.40 -1.18
5 C -0.55 1.20 -0.61
6 C -1.92 0.63 -1.05
7 Br -1.87 0.54 -2.99
8 C -2.31 -0.65 -0.30
9 C -3.28 -0.33 0.85
10 Br -3.09 -2.07 -1.37
11 C -0.29 1.24 0.92
12 N 1.03 0.54 1.12
13 H 2.60 -1.62 1.53
14 H 3.50 -2.42 0.27
15 H 1.77 -2.25 0.09
16 H 3.05 -0.62 -1.35
17 H 3.85 0.03 0.07
18 H 2.16 1.62 -0.24
19 H 0.39 -0.66 -1.24
20 H 0.92 0.72 -2.18
21 H -0.50 2.23 -0.96
22 H -2.69 1.39 -0.88
23 H -1.41 -1.13 0.08
24 H -4.31 -0.35 0.48
25 H -3.21 -1.06 1.65
26 H -3.11 0.67 1.25
27 H -1.03 0.74 1.53
28 H -0.17 2.26 1.28
29 H 0.90 -0.45 1.37
30 H 1.56 0.96 1.89

The value obtained for the HOMO energy is -12.755 eV. As for the total charge: +1. The spin multiplicity is 1. The value obtained for the gap between HOMO and LUMO is 9.5150 eV. The LUMO energy is -3.24 eV. The relative energy (zero: lowest compared OMol25 entry of this formula, charge and spin) is 0.0 kcal per mole. Its SMILES is CC[C@H]1C[C@@H]([C@@H](Br)[C@@H](C)Br)C[NH2+]1. For the total energy, the calculation gives -5556.2778 hartree.

=====

2.
# C9H18Cl3N2O3Pt

A molecular structure, C9H18Cl3N2O3Pt (ωB97M-V/def2-TZVPD, the Open Molecules 2025 dataset).

Cartesian coordinates (Å):
1 Pt 0.44 0.48 0.57
2 C 2.41 1.09 -3.55
3 N 1.23 0.24 -3.60
4 C 0.84 -0.22 -4.92
5 C 0.61 -0.14 -2.49
6 O 1.06 0.22 -1.38
7 C -0.59 -1.06 -2.57
8 O -0.86 -1.34 -1.24
9 C -2.07 -1.90 -0.89
10 C -2.19 -1.58 0.60
11 O -1.40 -0.79 1.12
12 N -3.18 -2.15 1.29
13 C -4.15 -3.05 0.70
14 C -3.30 -1.91 2.72
15 H 2.20 2.02 -4.08
16 H 3.24 0.58 -4.03
17 H 2.67 1.32 -2.52
18 H 0.89 0.62 -5.61
19 H -0.17 -0.60 -4.93
20 H 1.53 -0.99 -5.27
21 H -0.35 -1.96 -3.15
22 H -1.42 -0.54 -3.06
23 H -2.11 -2.98 -1.07
24 H -2.91 -1.43 -1.42
25 H -4.30 -2.85 -0.36
26 H -5.10 -2.91 1.19
27 H -3.84 -4.09 0.83
28 H -2.43 -1.39 3.08
29 H -3.39 -2.87 3.23
30 H -4.19 -1.32 2.93
31 Cl -2.25 2.01 3.36
32 C -0.52 2.18 3.30
33 Cl 0.29 0.63 2.83
34 H -0.12 2.41 4.28
35 H -0.22 2.90 2.55
36 Cl 1.91 2.17 0.53

The value obtained for the HOMO energy is -12.072 eV. As for the total charge: +1. The spin multiplicity is 1. The value obtained for the gap between HOMO and LUMO is 8.6894 eV. The LUMO energy is -3.38 eV. The relative energy (zero: lowest compared OMol25 entry of this formula, charge and spin) is 18.0 kcal per mole. For the total energy, the calculation gives -2188.6283 hartree.

=====

3.
# C9H18ClIInN2O2PS

A molecular structure, C9H18ClIInN2O2PS (ωB97M-V/def2-TZVPD, the Open Molecules 2025 dataset).

Cartesian coordinates (Å):
1 C -3.93 3.02 -5.72
2 C -3.67 1.96 -4.70
3 H -4.78 2.72 -6.37
4 H -3.03 3.16 -6.32
5 H -4.17 3.96 -5.21
6 O -4.27 0.90 -4.55
7 I -2.00 2.47 -3.37
8 In 0.02 0.29 0.35
9 P 1.60 -0.88 -1.17
10 C 1.81 -2.63 -1.05
11 C 1.10 -0.51 -2.85
12 H 3.16 0.96 -1.04
13 H 3.88 -0.53 -1.75
14 H 3.64 -0.39 0.03
15 C 3.22 -0.13 -0.96
16 H 0.97 0.57 -2.99
17 H 1.89 -0.88 -3.53
18 H 2.54 -2.94 -1.81
19 H 0.86 -3.15 -1.23
20 H 0.16 -1.01 -3.09
21 H 2.18 -2.92 -0.05
22 C -0.39 -1.61 1.19
23 O -0.62 -2.67 1.71
24 Cl 0.52 2.21 -0.61
25 S 1.42 1.03 2.25
26 C 0.53 0.30 3.57
27 N 1.07 -0.56 4.38
28 C 0.16 -0.90 5.47
29 C -1.11 -0.10 5.10
30 N -0.69 0.62 3.90
31 H 2.05 -0.95 4.35
32 H 0.58 -0.55 6.41
33 H -0.03 -1.96 5.50
34 H -1.39 0.59 5.89
35 H -1.94 -0.76 4.85
36 H -1.34 1.29 3.40

The value obtained for the HOMO energy is -14.040 eV. As for the total charge: +2. The spin multiplicity is 1. The value obtained for the gap between HOMO and LUMO is 4.9749 eV. The LUMO energy is -9.06 eV. For the total energy, the calculation gives -2300.7079 hartree.

=====

4.
# C9H18ClIN2OPPd

A molecular structure, C9H18ClIN2OPPd (ωB97M-V/def2-TZVPD, the Open Molecules 2025 dataset).

Cartesian coordinates (Å):
1 C -1.49 -1.63 -1.53
2 I -1.95 -3.58 0.14
3 H -0.58 -1.46 -2.10
4 H -2.30 -1.00 -1.90
5 H -1.78 -2.67 -1.88
6 Pd 1.05 0.47 0.37
7 P 1.80 -1.35 -0.76
8 C 1.38 -3.13 -0.92
9 C 2.55 -1.07 -2.38
10 H 3.76 -0.51 0.29
11 H 3.88 -2.32 0.05
12 H 2.84 -1.62 1.36
13 C 3.25 -1.48 0.35
14 H 3.06 -0.10 -2.38
15 H 3.27 -1.87 -2.61
16 H 2.28 -3.67 -1.27
17 H 0.58 -3.28 -1.65
18 H 1.78 -1.06 -3.16
19 H 1.05 -3.55 0.04
20 C -1.11 -1.05 -0.16
21 O -1.92 -0.58 0.61
22 Cl 2.50 1.91 -0.58
23 C -3.27 2.98 2.77
24 N -2.14 2.83 1.86
25 C -1.72 3.75 0.91
26 C -0.68 3.18 0.23
27 N -0.42 1.97 0.85
28 C -1.30 1.76 1.81
29 H -3.12 3.82 3.45
30 H -4.21 3.14 2.21
31 H -3.36 2.06 3.34
32 H -2.19 4.70 0.74
33 H -0.09 3.51 -0.62
34 H -1.38 0.92 2.49

The value obtained for the HOMO energy (spin up / spin down) is -18.915 / -18.855 eV. As for the total charge: +3. The spin multiplicity is 5. The value obtained for the gap between HOMO and LUMO (spin up / spin down) is 6.0308 / 4.1367 eV. The LUMO energy (spin up / spin down) is -12.88 / -14.72 eV. The relative energy (zero: lowest compared OMol25 entry of this formula, charge and spin) is 73.7 kcal per mole. For the total energy, the calculation gives -1764.2732 hartree.

=====

5.
# C9H18F3IO4P3S

A molecular structure, C9H18F3IO4P3S (ωB97M-V/def2-TZVPD, the Open Molecules 2025 dataset).

Cartesian coordinates (Å):
1 C 3.12 2.63 0.97
2 C 2.05 1.63 1.41
3 C 1.62 0.53 0.33
4 P -0.23 0.15 0.05
5 I 0.45 -0.38 -2.30
6 C 0.09 -1.61 0.70
7 C 0.51 -2.82 -0.24
8 C 2.15 -2.99 -0.53
9 F 3.08 -2.90 0.63
10 C 2.75 -3.21 -1.88
11 F 3.71 -2.23 -2.51
12 F 2.39 -4.38 -2.73
13 C -1.96 -0.44 -0.46
14 O -3.07 -0.12 0.44
15 C -4.35 -0.03 -0.29
16 P -0.82 0.58 2.14
17 S -1.77 2.23 2.42
18 P -0.72 2.12 -0.70
19 O -2.28 2.47 -0.81
20 O -0.20 2.24 -2.40
21 O 0.02 3.50 0.03
22 H 3.40 2.70 -0.16
23 H 3.65 3.36 1.72
24 H 1.75 1.78 2.53
25 H 2.02 0.91 -0.73
26 H 2.30 -0.43 0.52
27 H -0.93 -1.94 1.24
28 H 0.85 -1.58 1.63
29 H -0.15 -3.06 -1.19
30 H 0.32 -3.79 0.44
31 H -1.99 -1.62 -0.63
32 H -2.18 -0.01 -1.56
33 H -4.63 1.08 -0.59
34 H -5.22 -0.48 0.36
35 H -4.30 -0.67 -1.27
36 H 0.28 0.33 3.09
37 H -1.76 -0.47 2.60
38 H 0.72 2.69 -2.37
39 H -0.67 4.22 0.11

The value obtained for the HOMO energy is -4.741 eV. As for the total charge: -1. The spin multiplicity is 1. The value obtained for the gap between HOMO and LUMO is 6.3086 eV. The LUMO energy is 1.57 eV. For the total energy, the calculation gives -2673.9150 hartree.

=====

6.
# C9H18FN2O2P

C9H18FN2O2P in the gas phase (ωB97M-V/def2-TZVPD, the Open Molecules 2025 dataset).

Cartesian coordinates (Å):
1 C 2.99 -1.22 0.74
2 N 2.50 0.15 0.53
3 C 2.59 0.63 -0.85
4 C 1.25 0.64 -1.61
5 C 0.01 1.14 -0.87
6 C -0.72 -0.09 -0.25
7 C -0.68 0.04 1.26
8 C -1.22 1.34 1.82
9 F -1.38 -1.06 1.80
10 P -2.38 -0.47 -1.00
11 C -3.70 0.32 0.03
12 O -2.67 -2.08 -0.78
13 N 0.17 -1.18 -0.67
14 C 0.89 -0.83 -1.81
15 O 1.16 -1.54 -2.67
16 H 2.83 -1.83 -0.14
17 H 4.06 -1.21 0.93
18 H 2.43 -1.66 1.56
19 H 2.97 0.79 1.16
20 H 3.02 1.62 -0.86
21 H 3.28 -0.01 -1.39
22 H 1.41 1.17 -2.54
23 H 0.35 1.91 -0.19
24 H -0.71 1.51 -1.60
25 H 0.35 -0.10 1.58
26 H -0.37 2.00 1.97
27 H -1.64 1.18 2.80
28 H -1.91 1.85 1.16
29 H -3.50 0.29 1.10
30 H -4.58 -0.28 -0.14
31 H -3.89 1.34 -0.28
32 H -2.63 -2.31 0.17
33 H -0.29 -2.05 -0.97

The value obtained for the HOMO energy is -8.543 eV. The spin multiplicity is 1. The value obtained for the gap between HOMO and LUMO is 9.2617 eV. The LUMO energy is 0.72 eV. Its SMILES is CNC[C@@H]1C[C@@]([C@@H](C)F)(P(C)O)NC1=O. For the total energy, the calculation gives -1054.9488 hartree.

=====

7.
# C9H18FO6P

3 unconnected molecules or ions with the total composition C9H18FO6P (ωB97M-V/def2-TZVPD, the Open Molecules 2025 dataset).

Cartesian coordinates (Å):
1 C 4.12 3.44 -1.08
2 C 2.94 3.97 -0.01
3 F 2.55 2.73 0.75
4 C 1.65 4.59 -0.87
5 P 0.41 3.15 -1.14
6 H 3.83 3.74 -2.19
7 H 4.17 2.26 -1.03
8 H 5.18 3.84 -0.76
9 H 3.39 4.80 0.72
10 H 1.18 5.54 -0.33
11 H 2.00 4.92 -1.95
12 H -0.46 3.94 -2.01
13 H 0.07 3.18 0.28
14 H 1.49 2.41 -1.73
15 H -0.42 1.96 -1.28
16 O -1.75 -0.26 -1.33
17 C -0.72 -0.71 -0.88
18 O 0.53 -0.39 -1.34
19 C 1.46 -0.94 -0.43
20 C 0.69 -2.05 0.21
21 O -0.65 -1.61 0.15
22 H 2.35 -1.30 -0.95
23 H 1.75 -0.17 0.29
24 H 0.78 -2.99 -0.34
25 H 1.00 -2.22 1.25
26 O -4.79 -6.68 1.57
27 C -4.32 -5.55 1.59
28 O -3.65 -4.98 0.54
29 C -3.48 -3.61 0.86
30 C -3.55 -3.60 2.36
31 O -4.40 -4.70 2.65
32 H -2.52 -3.25 0.49
33 H -4.28 -3.03 0.40
34 H -2.58 -3.77 2.82
35 H -3.98 -2.67 2.74

The value obtained for the HOMO energy is -8.258 eV. The spin multiplicity is 1. The value obtained for the gap between HOMO and LUMO is 8.6588 eV. The LUMO energy is 0.40 eV. Its SMILES is C[C@H](F)C[PH4].O=C1OCCO1.O=C1OCCO1. For the total energy, the calculation gives -1246.2271 hartree.

=====

Repeat the fifth record exactly.
# C9H18F3IO4P3S

A molecular structure, C9H18F3IO4P3S (ωB97M-V/def2-TZVPD, the Open Molecules 2025 dataset).

Cartesian coordinates (Å):
1 C 3.12 2.63 0.97
2 C 2.05 1.63 1.41
3 C 1.62 0.53 0.33
4 P -0.23 0.15 0.05
5 I 0.45 -0.38 -2.30
6 C 0.09 -1.61 0.70
7 C 0.51 -2.82 -0.24
8 C 2.15 -2.99 -0.53
9 F 3.08 -2.90 0.63
10 C 2.75 -3.21 -1.88
11 F 3.71 -2.23 -2.51
12 F 2.39 -4.38 -2.73
13 C -1.96 -0.44 -0.46
14 O -3.07 -0.12 0.44
15 C -4.35 -0.03 -0.29
16 P -0.82 0.58 2.14
17 S -1.77 2.23 2.42
18 P -0.72 2.12 -0.70
19 O -2.28 2.47 -0.81
20 O -0.20 2.24 -2.40
21 O 0.02 3.50 0.03
22 H 3.40 2.70 -0.16
23 H 3.65 3.36 1.72
24 H 1.75 1.78 2.53
25 H 2.02 0.91 -0.73
26 H 2.30 -0.43 0.52
27 H -0.93 -1.94 1.24
28 H 0.85 -1.58 1.63
29 H -0.15 -3.06 -1.19
30 H 0.32 -3.79 0.44
31 H -1.99 -1.62 -0.63
32 H -2.18 -0.01 -1.56
33 H -4.63 1.08 -0.59
34 H -5.22 -0.48 0.36
35 H -4.30 -0.67 -1.27
36 H 0.28 0.33 3.09
37 H -1.76 -0.47 2.60
38 H 0.72 2.69 -2.37
39 H -0.67 4.22 0.11

The value obtained for the HOMO energy is -4.741 eV. As for the total charge: -1. The spin multiplicity is 1. The value obtained for the gap between HOMO and LUMO is 6.3086 eV. The LUMO energy is 1.57 eV. For the total energy, the calculation gives -2673.9150 hartree.